{
  "formula": "C39H62O39",
  "method": "ωB97M-V/def2-TZVPD",
  "orbital_gap_ev": 10.480,
  "homo_energy_ev": -10.479,
  "multiplicity": 1,
  "de_lowest_kj_mol": 572.79,
  "total_energy_ev": -121294.3014,
  "fmax_ev_per_a": 5.51,
  "lumo_energy_ha": 0.000,
  "elements": ["C", "C", "O", "C", "O", "O", "H", "H", "H", "H", "C", "C", "O", "C", "O", "O", "H", "H", "H", "H", "C", "C", "O", "C", "O", "O", "H", "H", "H", "H", "C", "C", "O", "C", "O", "O", "H", "H", "H", "H", "C", "C", "O", "C", "O", "O", "H", "H", "H", "H", "C", "C", "O", "C", "O", "O", "H", "H", "H", "H", "C", "C", "O", "C", "O", "O", "H", "H", "H", "H", "C", "C", "O", "C", "O", "O", "H", "H", "H", "H", "C", "O", "C", "O", "O", "C", "H", "H", "H", "H", "H", "H", "C", "O", "C", "O", "O", "C", "H", "H", "H", "H", "H", "H", "C", "O", "C", "O", "O", "C", "H", "H", "H", "H", "H", "H", "C", "O", "C", "O", "O", "C", "H", "H", "H", "H", "H", "H", "C", "O", "C", "O", "O", "C", "H", "H", "H", "H", "H", "H"],
  "coordinates": [[-21.634168, 7.827537, -12.020708], [-21.963071, 9.289868, -12.440329], [-22.446845, 9.176430, -13.754494], [-22.134611, 7.954635, -14.282474], [-22.395390, 7.559028, -15.449158], [-21.538245, 7.198992, -13.286207], [-22.543404, 7.449952, -11.552915], [-20.771316, 7.854160, -11.355219], [-21.056242, 9.893092, -12.396944], [-22.795455, 9.764536, -11.920776], [-24.471914, 12.854847, -6.075778], [-23.623415, 13.652749, -6.972797], [-22.969749, 12.721406, -7.765551], [-22.933184, 11.567147, -7.012049], [-22.225326, 10.583772, -7.342940], [-23.681227, 11.667269, -5.920447], [-25.468355, 12.597607, -6.435005], [-24.643073, 13.380032, -5.136097], [-22.954373, 14.329335, -6.441095], [-24.338962, 14.227852, -7.560467], [-24.876478, 6.447605, -21.019762], [-25.977894, 5.898087, -20.076982], [-26.739393, 5.177694, -21.098089], [-26.473634, 5.556619, -22.340860], [-27.096755, 5.286143, -23.360371], [-25.405440, 6.444821, -22.335441], [-24.015778, 5.798960, -20.856810], [-24.684510, 7.492127, -20.774371], [-26.585595, 6.657968, -19.585671], [-25.465960, 5.329528, -19.300598], [-27.601631, 11.632217, -16.197931], [-27.287424, 13.158293, -16.301060], [-26.652977, 13.205938, -17.530008], [-26.721471, 12.004402, -18.170814], [-26.283428, 11.807663, -19.312606], [-27.195821, 11.049210, -17.386426], [-28.667885, 11.429434, -16.097498], [-27.000720, 11.162402, -15.419287], [-26.447457, 13.549097, -15.726756], [-28.140500, 13.827207, -16.187394], [-28.397998, 7.295504, -7.575784], [-28.482118, 8.559669, -6.803127], [-28.604929, 9.510368, -7.888377], [-28.156640, 9.026515, -9.012095], [-27.913472, 9.638565, -10.051872], [-27.958063, 7.679941, -8.866541], [-29.320174, 6.716478, -7.625053], [-27.579969, 6.707949, -7.159009], [-27.517802, 8.684113, -6.310471], [-29.267098, 8.519490, -6.047951], [-26.889977, 0.674135, -9.864974], [-25.592784, 0.151779, -10.278683], [-24.747615, 1.267805, -10.160267], [-25.275372, 2.089158, -9.152526], [-24.630054, 2.945955, -8.594707], [-26.612319, 1.821484, -9.046619], [-27.460813, -0.094772, -9.344378], [-27.525226, 0.852116, -10.732669], [-25.648813, -0.113740, -11.334360], [-25.207375, -0.667797, -9.672179], [-16.103159, 12.853521, -6.978056], [-16.813217, 11.827795, -7.839719], [-17.567556, 12.757998, -8.680916], [-17.052767, 14.058050, -8.469787], [-17.459764, 15.101418, -8.933637], [-16.019887, 13.986633, -7.729807], [-15.094290, 12.532277, -6.719046], [-16.649199, 12.844461, -6.034737], [-17.515988, 11.190214, -7.303338], [-16.130013, 11.171199, -8.378436], [-16.210326, 7.479780, -19.122640], [-17.347513, 6.968689, -18.243632], [-18.334412, 6.705183, -19.122036], [-17.994992, 6.871267, -20.380947], [-18.771794, 6.858273, -21.346684], [-16.718249, 7.400872, -20.401016], [-15.321098, 6.876807, -18.938788], [-16.026549, 8.526752, -18.881404], [-17.647613, 7.753662, -17.549466], [-17.056624, 6.126188, -17.616202], [-17.889239, 1.966986, -1.574686], [-17.663668, 2.729849, -2.732475], [-18.405372, 3.789775, -3.026907], [-19.222675, 4.321757, -2.366334], [-18.065016, 4.015879, -4.395262], [-18.679854, 4.968231, -5.178567], [-17.170258, 1.147740, -1.578156], [-18.860022, 1.474584, -1.517820], [-17.740300, 2.558734, -0.671491], [-17.956540, 5.571463, -5.727232], [-19.163412, 5.782120, -4.638321], [-19.453748, 4.445256, -5.740421], [-19.434760, 11.815853, -19.487785], [-18.197354, 12.525014, -19.489267], [-17.537664, 12.546905, -20.618360], [-17.773876, 12.073642, -21.722236], [-16.364972, 13.196165, -20.311231], [-15.341997, 13.407270, -21.275799], [-20.234649, 12.165645, -18.835165], [-19.145658, 10.805544, -19.198320], [-19.942544, 11.695799, -20.444782], [-14.561650, 14.023976, -20.829871], [-15.864808, 13.952972, -22.061282], [-14.879165, 12.481079, -21.616469], [-21.614318, -2.612333, -18.447051], [-22.048505, -2.179330, -17.137036], [-22.013917, -0.867786, -16.790560], [-22.389944, -0.381551, -15.720167], [-21.684757, -0.045634, -17.788752], [-21.603887, 1.351930, -17.557798], [-20.668534, -2.200814, -18.799536], [-22.288442, -2.280330, -19.236617], [-21.460026, -3.689225, -18.514909], [-22.482580, 1.751319, -17.051350], [-21.349192, 1.876565, -18.478660], [-20.761913, 1.435991, -16.870692], [-21.112972, 17.290100, -18.871974], [-21.545894, 16.493366, -17.768511], [-20.975875, 16.629736, -16.656860], [-20.156373, 17.458198, -16.294841], [-21.430193, 15.625340, -15.963232], [-21.204737, 15.484352, -14.545378], [-20.208201, 16.954975, -19.379101], [-20.972198, 18.304610, -18.499072], [-21.900703, 17.337422, -19.623863], [-20.393731, 14.816806, -14.254257], [-22.118536, 15.001731, -14.198765], [-21.025165, 16.478930, -14.137123], [-15.198661, 6.788169, -13.015014], [-14.699434, 7.941076, -13.704862], [-15.325284, 9.101626, -13.558860], [-16.344132, 9.348930, -12.955859], [-14.646260, 9.934439, -14.423021], [-15.213586, 11.190418, -14.509774], [-15.959562, 6.365356, -13.671035], [-15.591761, 7.062711, -12.036138], [-14.491763, 5.958859, -12.989362], [-15.236737, 11.644256, -13.519020], [-16.273539, 11.126924, -14.755887], [-14.740554, 11.857809, -15.230134]],
  "atomic_forces_ev_per_a": [[-2.0, 2.0, -0.2], [0.1, -0.1, 0.7], [0.2, -1.1, -1.9], [-0.8, -1.2, -2.5], [1.3, 1.7, 5.1], [0.4, -0.3, -1.5], [0.4, -0.4, 0.4], [0.1, -0.8, -0.5], [-0.1, 0.3, -0.2], [0.4, -0.1, 0.6], [-0.6, -0.2, 1.6], [-1.5, 2.1, -0.6], [0.5, -1.6, 0.4], [3.6, -3.3, -2.3], [-2.9, 3.6, 1.4], [-0.3, -0.2, 0.2], [0.2, -0.2, -0.5], [0.3, -0.4, 0.3], [0.3, -0.2, -0.1], [0.5, 0.4, -0.4], [-0.3, 1.1, 1.3], [0.7, 0.7, -2.0], [-0.8, -1.1, 1.6], [-0.3, 1.2, -2.6], [1.5, 0.2, 2.8], [-0.7, -1.4, 0.3], [0.3, 0.2, -0.7], [0.5, -0.2, 0.0], [-0.3, -0.1, -0.4], [-0.7, -0.8, -0.3], [-0.5, 0.5, 2.2], [0.9, -0.6, 0.9], [-0.3, -0.4, -3.0], [2.4, 0.1, -4.1], [-1.5, 0.7, 3.4], [0.1, 0.2, -1.1], [0.1, 0.1, 0.4], [-0.4, 0.0, 0.3], [-0.6, -0.4, 1.4], [-0.1, -0.1, -0.4], [0.8, -1.6, 0.0], [0.7, -0.1, -0.4], [-1.0, 1.8, 2.1], [1.3, -0.4, -3.4], [-0.8, -1.4, 2.9], [-0.2, 0.7, -0.6], [0.0, 0.1, -0.2], [-0.4, -0.5, 0.0], [-0.1, 0.6, 0.1], [-0.3, 0.8, -0.5], [-2.2, -0.6, 0.4], [1.2, -0.6, -1.2], [0.3, 1.3, 1.6], [1.2, 0.8, -1.0], [-1.7, -1.7, -0.8], [0.7, -0.2, 0.1], [0.1, 0.3, 0.7], [0.1, 1.1, 0.1], [0.4, -0.4, 0.1], [0.0, -0.1, 0.0], [1.4, -3.6, 1.9], [-0.4, 0.8, -0.6], [0.3, 0.9, 0.1], [-3.2, 0.9, -3.1], [0.0, -2.2, 0.3], [2.2, 1.2, 2.0], [0.0, 0.1, -0.1], [-0.2, 1.3, 0.1], [0.0, 0.3, 0.0], [-0.1, 0.3, -0.6], [0.5, 0.4, 1.7], [1.9, 1.0, 2.1], [-3.0, -1.8, -0.5], [-1.6, 2.4, -3.4], [2.9, -0.7, 3.1], [-0.8, -1.1, -2.0], [0.2, 0.1, -0.6], [0.4, 0.0, -0.1], [-0.3, 0.0, 0.0], [-0.2, -0.4, -0.3], [0.0, -0.4, 1.1], [0.4, -0.2, -0.5], [0.8, -1.0, -3.2], [-0.6, 0.9, 0.5], [0.8, -0.9, 3.1], [-1.3, 1.5, 0.1], [0.2, 0.3, -0.2], [-0.3, 0.4, -0.3], [-0.1, 0.1, 0.0], [0.2, -0.8, -0.6], [-0.4, -0.3, 0.7], [0.2, 0.4, -0.6], [-0.6, -1.8, -0.4], [-1.5, 0.5, 0.3], [2.6, 0.1, -2.2], [-0.2, 0.7, 2.0], [-0.6, -0.5, 1.1], [-0.9, 0.2, -0.5], [0.9, 0.7, 0.5], [-0.4, -0.1, 0.2], [0.6, 0.4, -0.4], [-0.3, 0.0, 0.2], [0.7, -0.1, -0.6], [-0.3, -0.1, -0.1], [0.4, 0.7, -1.0], [0.6, 0.6, 0.2], [-1.6, 1.9, 1.3], [1.0, -2.2, -1.6], [0.1, -1.3, -1.7], [0.8, 0.0, 1.3], [0.2, 0.4, 0.7], [-0.5, -0.2, 0.3], [-0.6, 0.0, 0.7], [-0.1, -0.1, -0.3], [-0.3, -0.4, -0.1], [0.0, 0.6, 0.1], [-0.3, 1.3, -0.1], [-1.4, 0.0, -4.9], [2.7, 1.1, 3.0], [-0.7, -0.4, -0.3], [-0.3, -2.1, 2.1], [-0.3, 0.5, -0.3], [0.1, -0.4, 0.5], [0.3, 0.0, -0.1], [-0.2, -0.4, 0.3], [0.3, 0.1, -0.6], [0.0, 0.4, 0.2], [-0.2, -0.2, 0.3], [-0.9, -0.1, -0.6], [0.8, -0.6, 0.7], [-0.1, 0.2, -1.6], [1.2, -0.2, -0.2], [-0.1, -1.5, 0.9], [-1.6, 1.8, 0.6], [-0.6, 0.2, 0.4], [0.0, -0.2, -0.1], [0.7, 0.8, 0.3], [0.3, 0.4, 0.0], [-0.1, -0.1, -0.3], [0.4, -0.5, 0.1]],
  "lowdin_charge": [-0.109, -0.129, 0.040, -0.449, 0.088, 0.035, 0.130, 0.133, 0.127, 0.134, -0.124, -0.181, 0.075, -0.500, 0.089, 0.085, 0.136, 0.137, 0.142, 0.140, -0.139, -0.070, 0.058, -0.529, 0.124, 0.047, 0.127, 0.132, 0.126, 0.124, -0.117, -0.122, 0.048, -0.524, 0.109, 0.081, 0.132, 0.134, 0.132, 0.127, -0.152, -0.093, 0.084, -0.558, 0.117, 0.060, 0.135, 0.136, 0.133, 0.138, -0.150, -0.174, 0.045, -0.484, 0.148, 0.072, 0.132, 0.132, 0.140, 0.137, -0.172, -0.096, 0.037, -0.561, 0.150, 0.117, 0.137, 0.136, 0.128, 0.124, -0.150, -0.166, 0.092, -0.487, 0.123, 0.063, 0.130, 0.131, 0.132, 0.131, -0.053, -0.005, -0.539, 0.171, -0.041, -0.104, 0.095, 0.099, 0.097, 0.091, 0.088, 0.101, -0.029, 0.021, -0.577, 0.115, -0.045, -0.049, 0.096, 0.093, 0.097, 0.090, 0.096, 0.094, -0.045, 0.010, -0.553, 0.092, -0.040, -0.032, 0.088, 0.093, 0.093, 0.099, 0.098, 0.098, -0.012, 0.043, -0.702, 0.110, 0.006, -0.011, 0.100, 0.095, 0.095, 0.091, 0.090, 0.095, -0.026, -0.003, -0.569, 0.126, -0.011, -0.093, 0.093, 0.098, 0.093, 0.097, 0.094, 0.100]
}